57
Properties=species:S:1:pos:R:3:forces:R:3:nbo_charge:R:1 method="wB97M-V/def2-TZVPD" e_tot_ev=-74719.5927 homo_ha=-0.4288 total_charge=+1
C 5.4584 -1.4563 -2.2452 0.02 -0.21 -0.03 -0.004
C 4.8538 -0.9288 -3.1347 -0.12 0.59 0.32 -0.163
C 4.1320 -0.0159 -3.9390 0.18 -0.41 -0.45 0.385
N 2.8303 0.2269 -3.8784 -0.17 0.08 0.41 -0.249
C 1.9070 -0.4792 -2.9756 0.53 -0.23 -0.49 -0.241
C 1.6547 -1.9446 -3.3943 -0.37 0.04 0.02 -0.196
C 0.2305 -2.3584 -3.0068 0.04 -0.16 -0.24 -0.641
Cl 1.9234 -2.1876 -5.1517 0.12 0.06 0.01 -0.045
C 2.5046 1.2021 -4.8004 0.02 0.15 0.38 -0.170
P 0.8307 1.8638 -5.0340 -1.09 -0.68 -0.63 0.833
S -0.2734 0.8207 -6.2173 0.17 0.08 0.07 -0.478
C 3.6573 1.5150 -5.4398 -0.14 0.41 -0.33 -0.002
N 4.6571 0.7543 -4.9083 0.17 0.04 0.21 -0.270
C 6.0688 0.7608 -5.2624 0.10 -0.20 -0.08 -0.338
C 6.4472 -0.5214 -5.9799 0.18 -0.19 0.03 0.851
O 7.2898 -1.2597 -5.6221 0.06 -0.05 -0.12 -0.466
F 5.6998 -0.7511 -7.0658 -0.07 0.19 0.10 -0.312
H 5.9855 -1.9448 -1.4568 0.05 -0.09 -0.08 0.265
H 0.9923 0.0966 -2.9507 -0.08 -0.05 0.18 0.255
H 2.3909 -0.4905 -2.0016 -0.29 0.18 0.20 0.244
H 2.3824 -2.5825 -2.9035 0.11 -0.02 -0.08 0.222
H -0.3461 -1.5036 -2.6760 -0.06 -0.10 0.02 0.243
H -0.2741 -2.7788 -3.8716 -0.02 -0.10 -0.01 0.247
H 0.2406 -3.1130 -2.2242 0.00 0.02 0.08 0.227
H 1.0252 3.2002 -5.4104 0.39 0.04 0.23 0.002
H 0.3273 1.9258 -3.7252 0.34 0.32 0.16 -0.003
H 3.8169 2.2379 -6.2200 0.15 -0.03 -0.05 0.261
H 6.6848 0.7953 -4.3686 -0.10 0.08 0.11 0.265
H 6.2938 1.6312 -5.8728 -0.13 0.02 -0.11 0.265
C -3.9226 -0.8038 2.3629 0.10 0.03 -0.38 -0.161
C -3.1049 -1.6763 1.6518 -0.04 0.08 0.05 -0.208
C -2.2313 -1.1935 0.6936 0.05 -0.17 -0.01 -0.208
C -2.1895 0.1710 0.4623 -0.05 -0.05 0.08 0.062
C -2.9970 1.0586 1.1521 -0.06 0.16 0.07 -0.206
C -3.8686 0.5620 2.1068 0.02 -0.09 0.00 -0.200
N -1.2591 0.6943 -0.5367 -0.01 0.07 -0.05 0.533
O -0.5662 -0.1048 -1.1570 -0.02 0.14 0.21 -0.452
O -1.2090 1.8915 -0.7135 0.02 0.04 -0.04 -0.365
H -4.5990 -1.1905 3.1044 -0.08 0.02 0.04 0.253
H -3.1490 -2.7385 1.8486 0.00 -0.01 -0.01 0.227
H -1.5965 -1.8681 0.1391 0.04 0.07 -0.04 0.239
H -2.9504 2.1182 0.9500 0.07 -0.01 -0.06 0.248
H -4.5071 1.2392 2.6555 -0.03 0.00 0.01 0.239
C -2.8868 1.2378 9.2713 -0.01 -0.01 -0.02 -0.170
C -3.7346 2.0816 8.5656 0.06 -0.07 0.04 -0.205
C -4.2988 1.6603 7.3731 -0.07 0.16 0.01 -0.208
C -4.0019 0.3912 6.9108 0.05 0.04 0.10 0.080
C -3.1562 -0.4628 7.5948 0.10 -0.15 0.04 -0.208
C -2.5957 -0.0301 8.7849 -0.03 0.10 0.02 -0.206
N -4.6148 -0.0686 5.6576 -0.02 -0.03 0.04 0.523
O -5.3404 0.7025 5.0613 0.00 0.03 -0.05 -0.384
O -4.3669 -1.1990 5.2830 0.01 -0.03 0.24 -0.387
H -2.4526 1.5691 10.2051 0.01 0.00 0.00 0.225
H -3.9594 3.0681 8.9460 -0.01 0.01 -0.01 0.228
H -4.9598 2.3087 6.8180 -0.03 -0.07 -0.06 0.250
H -2.9389 -1.4479 7.2105 -0.07 0.01 -0.07 0.249
H -1.9343 -0.6843 9.3354 0.00 -0.02 0.00 0.227

58
Properties=species:S:1:pos:R:3:forces:R:3:nbo_charge:R:1 method="wB97M-V/def2-TZVPD" e_tot_ev=-87524.7742 homo_ha=-0.3004
Sc -0.2748 -0.1068 -0.2631 -0.68 -1.63 -0.17 1.663
O 0.3207 1.8077 0.2287 -0.06 0.80 0.04 -0.526
N -0.4823 2.7588 -0.0488 0.00 0.07 -0.04 0.191
N -1.5854 2.3683 -0.5368 -0.39 0.31 -0.23 0.145
O -1.8714 1.0870 -0.7413 -0.14 1.10 0.06 -0.607
C -2.5535 3.3651 -0.9380 0.22 -0.37 0.13 0.180
C -2.5858 4.5999 -0.3122 0.05 0.09 0.07 -0.235
C -3.5194 5.5335 -0.7337 0.00 0.01 0.01 -0.199
C -4.4091 5.2292 -1.7564 0.02 -0.01 0.01 -0.208
C -4.3655 3.9803 -2.3588 0.00 -0.02 0.00 -0.200
C -3.4347 3.0355 -1.9500 -0.10 -0.01 -0.06 -0.239
H -1.8915 4.8175 0.4883 -0.04 0.00 -0.05 0.241
H -3.5569 6.5021 -0.2516 0.00 -0.02 -0.01 0.219
H -5.1380 5.9626 -2.0782 0.03 -0.03 0.02 0.218
H -5.0588 3.7359 -3.1528 0.00 0.00 0.00 0.218
H -3.3842 2.0539 -2.3989 0.00 0.02 0.00 0.243
Cl 1.9543 -4.3500 -6.0424 -0.04 0.05 0.09 -0.012
C 1.2911 -3.5966 -4.6152 -0.01 -0.16 0.00 -0.108
C 0.7530 -4.4021 -3.5964 0.00 -0.08 -0.01 -0.178
C 0.2167 -3.8448 -2.4661 0.01 -0.16 -0.06 -0.243
C 0.1882 -2.4405 -2.2814 -0.11 0.15 0.31 0.435
O -0.3401 -1.9313 -1.2212 0.04 -0.45 -0.47 -0.747
C 0.7510 -1.6488 -3.3141 0.13 0.20 -0.15 -0.309
C 0.7920 -0.2190 -3.2168 -0.01 -0.17 0.03 0.468
O 0.4208 0.4579 -2.2571 0.20 0.16 -0.26 -0.602
C 1.2881 -2.2429 -4.4747 0.02 0.14 -0.06 -0.143
H 0.7665 -5.4785 -3.7197 0.00 0.04 0.01 0.227
H -0.2008 -4.4642 -1.6821 0.01 0.00 -0.03 0.218
H 1.1947 0.3153 -4.0879 0.03 0.00 -0.09 0.137
H 1.7016 -1.6114 -5.2533 -0.01 -0.01 0.03 0.223
N -2.6745 -1.4414 0.2511 0.01 0.17 -0.05 -0.624
N -2.6340 -1.6382 1.6300 -0.11 0.01 0.12 -0.513
C -1.6245 -1.0414 2.3722 0.53 -0.19 -0.20 0.895
O -1.6287 -1.1117 3.5876 -0.15 0.08 -0.04 -0.678
O -0.6860 -0.5145 1.6354 -0.16 -0.03 0.78 -0.835
H -3.4444 -0.8455 -0.0260 -0.02 0.04 -0.01 0.363
H -2.7132 -2.3275 -0.2324 0.05 -0.01 -0.06 0.368
H -3.4710 -1.8752 2.1354 -0.06 -0.03 -0.01 0.377
C 2.4715 1.9892 6.2634 -0.01 -0.04 -0.04 -0.630
C 2.3124 1.0745 5.0755 -0.02 -0.02 0.04 -0.003
C 2.6225 1.5193 3.7922 0.00 0.05 -0.03 -0.198
C 2.4446 0.7033 2.6862 0.05 0.07 0.08 -0.226
C 1.9574 -0.5762 2.8814 -0.03 0.02 -0.03 -0.173
C 1.6141 -1.0450 4.1378 -0.04 0.00 0.05 -0.212
C 1.8078 -0.2150 5.2319 -0.01 0.00 0.01 -0.194
S 1.7365 -1.6454 1.4812 0.00 0.18 -0.08 1.305
C 3.4058 -2.2505 1.4071 0.24 -0.07 -0.13 -0.811
O 1.6813 -0.7279 0.2487 0.42 -0.23 0.52 -0.972
H 3.2867 2.6967 6.1104 -0.01 -0.01 -0.01 0.217
H 2.6737 1.4252 7.1741 -0.01 0.00 -0.02 0.217
H 1.5597 2.5679 6.4305 0.01 -0.03 -0.02 0.227
H 2.9972 2.5276 3.6530 -0.01 -0.03 0.01 0.212
H 2.6481 1.0626 1.6847 -0.01 -0.01 0.04 0.246
H 1.1623 -2.0249 4.2615 0.05 0.12 -0.02 0.233
H 1.5317 -0.5648 6.2204 0.02 0.01 -0.04 0.214
H 4.0559 -1.3986 1.2039 0.03 -0.10 0.03 0.244
H 3.4675 -2.9929 0.6104 0.02 0.07 0.04 0.241
H 3.6381 -2.6995 2.3729 0.03 -0.02 -0.06 0.240